ORCA calculation (the ωB97M-V functional and the def2-TZVPD basis) on a single C2H4NO3P molecule in a non-equilibrium geometry.

Values from the calculation:
energy	-19061.0687	eV
total charge	0
molecular weight	121.03	g/mol
orbital gap	11.0542	eV
relative energy (zero: lowest compared OMol25 entry of this formula, charge and spin)	0.583	eV
SMILES	O=C1CN[P@@H](=O)O1

Structure (XYZ):
```
11
Properties=species:S:1:pos:R:3:forces:R:3
O -0.5756 3.0426 0.0634 0.5 -1.7 0.9
C -0.6967 1.8557 0.1929 0.1 0.6 -1.2
C 0.3377 0.6835 0.4595 1.0 2.3 0.8
N -0.4364 -0.4732 0.6432 0.7 -4.1 0.7
P -1.8801 -0.3772 -0.2041 0.9 0.1 -0.7
O -3.0049 -1.1105 0.3704 0.2 0.3 -0.6
O -1.8954 1.2774 -0.2592 0.5 -1.0 0.9
H 0.7910 0.5445 -0.4856 1.2 0.7 -1.4
H 1.2078 0.8653 1.2085 -2.0 0.0 -0.9
H 0.1823 -1.4033 0.5447 -2.3 2.7 0.3
H -1.4718 -0.6238 -1.6068 -0.9 0.0 1.3
```
Positions in Å, forces in eV/Å.